(1)
{"formula": "C2H4NO", "method": "ωB97M-V/def2-TZVPD", "symbols": ["C", "C", "N", "O", "H", "H", "H", "H"], "coordinates": [[0.165, 0.372, 0.009], [-1.067, -0.622, 0.014], [-2.184, -0.209, -0.001], [-3.253, 0.171, -0.053], [0.769, -0.046, -0.857], [-0.194, 1.439, -0.175], [0.833, 0.364, 0.949], [-0.571, -1.641, -0.151]], "gap_ev": 9.492, "homo_ev": -17.4, "charge": 1}

(2)
{"formula": "C2H4NO", "method": "ωB97M-V/def2-TZVPD", "symbols": ["C", "C", "N", "O", "H", "H", "H", "H"], "coordinates": [[-0.279, -0.659, -0.079], [0.394, 0.615, -0.051], [1.988, 0.394, 0.145], [2.652, -0.438, -0.127], [-0.814, -1.081, 0.856], [-0.111, -1.404, -0.894], [0.616, 1.314, -0.971], [0.058, 1.257, 0.729]], "gap_ev": [8.172, 9.428], "homo_ev": [-15.8, -16.4], "charge": 1}

Going by the computed energies, the most stable comes first: (1), (2).

(1)
{"formula": "C2H3FS2", "method": "ωB97M-V/def2-TZVPD", "symbols": ["C", "C", "F", "S", "S", "H", "H", "H"], "coordinates": [[-1.394, 0.288, 0.400], [-2.035, -0.706, 0.370], [0.730, 0.502, -1.610], [1.800, -1.244, 0.540], [2.135, 0.206, -0.626], [-0.961, 1.225, 0.276], [1.900, 1.492, 0.196], [-2.176, -1.763, 0.454]], "gap_ev": 8.788, "homo_ev": -9.4, "charge": 0}

(2)
{"formula": "C2H3FS2", "method": "ωB97M-V/def2-TZVPD", "symbols": ["C", "C", "F", "S", "S", "H", "H", "H"], "coordinates": [[-0.542, -0.585, -1.032], [0.379, 0.405, -0.905], [-0.375, 1.048, 2.810], [1.989, -0.025, -0.597], [0.542, -0.299, 2.709], [-1.635, -0.356, -0.954], [-0.320, -1.536, -0.785], [-0.039, 1.347, -1.246]], "gap_ev": [4.596, 4.528], "homo_ev": [-8.4, -8.4], "charge": 0}

(3)
{"formula": "C2H3FS2", "method": "ωB97M-V/def2-TZVPD", "symbols": ["C", "C", "F", "S", "S", "H", "H", "H"], "coordinates": [[1.174, -0.501, 0.028], [-1.438, 0.395, 0.038], [-2.738, 0.571, -0.045], [-0.847, -1.160, -0.021], [1.223, 1.203, -0.022], [1.853, -0.825, 0.896], [1.562, -0.877, -0.968], [-0.789, 1.194, 0.095]], "gap_ev": 6.680, "homo_ev": -8.0, "charge": 0}

Going by the computed energies, the most stable comes first: (3), (1), (2).

(1)
{"formula": "CH3N3O2Si", "method": "ωB97M-V/def2-TZVPD", "symbols": ["N", "C", "Si", "N", "N", "O", "O", "H", "H", "H"], "coordinates": [[1.619, -1.487, -2.077], [1.086, -1.162, -1.101], [0.105, -0.560, 0.414], [-1.955, -0.046, -0.193], [0.881, 1.057, 0.757], [0.433, 1.640, 1.795], [1.676, 1.490, -0.033], [0.434, -1.246, 1.766], [-2.308, -0.566, -0.928], [-1.972, 0.880, -0.399]], "gap_ev": 9.469, "homo_ev": -10.7, "charge": 0}

(2)
{"formula": "CH3N3O2Si", "method": "ωB97M-V/def2-TZVPD", "symbols": ["C", "N", "N", "N", "O", "O", "Si", "H", "H", "H"], "coordinates": [[1.370, 1.321, 0.296], [2.039, 2.175, 0.622], [0.035, -0.305, -1.519], [-1.354, -0.031, 0.817], [-1.882, 0.627, 1.661], [-1.999, -0.907, 0.215], [0.303, -0.134, 0.168], [-0.848, -0.219, -1.862], [0.659, -0.687, -2.156], [1.678, -1.841, 1.758]], "gap_ev": [8.652, 7.995], "homo_ev": [-10.8, -9.6], "charge": 0}

Going by the computed energies, the most stable comes first: (1), (2).

(1)
{"formula": "C4H15N2O2", "method": "ωB97M-V/def2-TZVPD", "symbols": ["C", "C", "C", "C", "N", "N", "H", "H", "H", "H", "H", "H", "H", "H", "H", "H", "H", "H", "H", "O", "H", "H", "O"], "coordinates": [[0.677, -0.987, -1.060], [-0.418, -1.959, -0.784], [-1.314, -1.717, 0.443], [-2.093, -0.419, 0.414], [-1.312, 0.583, 1.118], [0.018, 0.308, -1.284], [1.417, -0.889, -0.301], [1.091, -1.258, -2.010], [-0.007, -2.931, -0.693], [-1.060, -1.896, -1.586], [-0.799, -1.710, 1.438], [-2.018, -2.585, 0.421], [-3.063, -0.601, 0.901], [-2.336, -0.064, -0.615], [-0.320, 0.752, -0.305], [-1.824, 1.412, 1.254], [0.661, 1.024, -1.534], [0.408, 0.155, 3.688], [-0.033, 0.242, 2.126], [0.748, 0.104, 2.763], [3.846, 3.460, -1.839], [2.812, 2.756, -1.058], [2.899, 3.195, -1.863]], "gap_ev": 5.106, "homo_ev": -14.4, "charge": 1}

(2)
{"formula": "C4H15N2O2", "method": "ωB97M-V/def2-TZVPD", "symbols": ["C", "C", "C", "C", "N", "N", "H", "H", "H", "H", "H", "H", "H", "H", "H", "H", "H", "H", "H", "O", "H", "H", "O"], "coordinates": [[2.657, -1.415, 0.693], [1.675, -1.328, -0.486], [0.837, -0.088, -0.417], [-0.379, 0.080, -0.888], [-1.138, 1.290, -0.598], [2.735, -2.807, 1.211], [2.356, -0.740, 1.483], [3.668, -1.147, 0.387], [1.081, -2.235, -0.577], [2.278, -1.254, -1.399], [1.417, 0.749, -0.008], [-0.810, -0.671, -1.541], [-0.846, 1.854, 0.215], [-0.989, 1.949, -1.375], [-2.160, 1.194, -0.590], [3.606, -3.217, 0.909], [2.744, -2.780, 2.221], [-1.217, 3.977, 1.397], [-2.523, 3.277, 1.824], [-1.700, 3.143, 1.344], [-4.886, 0.655, -1.046], [-4.346, -0.687, -1.503], [-4.057, 0.201, -1.256]], "gap_ev": 9.129, "homo_ev": -12.1, "charge": 1}

(3)
{"formula": "C4H15N2O2", "method": "ωB97M-V/def2-TZVPD", "symbols": ["N", "C", "C", "O", "C", "N", "C", "H", "H", "H", "H", "H", "H", "H", "H", "H", "H", "H", "H", "H", "H", "H", "O"], "coordinates": [[-0.815, 0.262, 1.026], [0.079, -0.852, 0.527], [-0.657, -1.582, -0.572], [-1.955, -1.889, -0.110], [1.456, -0.401, 0.109], [1.370, 0.747, -0.781], [2.107, 0.624, -2.023], [-0.354, 0.939, 1.622], [-1.660, -0.077, 1.500], [-1.206, 0.697, 0.238], [0.074, -1.542, 1.372], [-0.046, -2.472, -0.718], [-0.731, -1.028, -1.499], [-2.292, -2.713, -0.472], [2.025, -0.177, 1.014], [2.023, -1.227, -0.292], [1.662, 1.574, -0.276], [1.612, -0.117, -2.661], [3.136, 0.268, -1.944], [2.109, 1.529, -2.615], [-3.150, 2.589, 1.559], [-2.208, 2.727, 2.821], [-2.579, 2.120, 2.175]], "gap_ev": 10.008, "homo_ev": -13.0, "charge": 1}

(4)
{"formula": "C4H15N2O2", "method": "ωB97M-V/def2-TZVPD", "symbols": ["C", "C", "C", "C", "N", "N", "H", "H", "H", "H", "H", "H", "H", "H", "H", "H", "H", "H", "H", "O", "H", "H", "O"], "coordinates": [[-0.912, 0.006, 2.048], [-1.387, 0.898, 0.872], [-0.709, 0.707, -0.458], [-1.397, 0.166, -1.491], [-0.939, 0.070, -2.749], [0.316, -0.750, 1.686], [-1.714, -0.640, 2.400], [-0.801, 0.647, 2.920], [-2.464, 0.727, 0.827], [-1.359, 1.955, 1.153], [0.320, 1.024, -0.562], [-2.442, -0.068, -1.370], [-0.056, 0.335, -3.151], [-1.459, -0.363, -3.496], [0.577, -1.416, 2.408], [0.004, -1.223, 0.828], [1.049, -0.105, 1.410], [2.043, -2.053, -1.865], [1.430, -0.917, -1.057], [1.210, -1.596, -1.702], [2.428, 1.366, 0.068], [3.573, 0.704, 0.806], [2.687, 0.529, 0.473]], "gap_ev": 8.396, "homo_ev": -11.4, "charge": 1}

Going by the computed energies, the most stable comes first: (3), (4), (2), (1).

(1)
{"formula": "C7H12N3", "method": "ωB97M-V/def2-TZVPD", "symbols": ["C", "C", "C", "C", "C", "C", "C", "N", "N", "N", "H", "H", "H", "H", "H", "H", "H", "H", "H", "H", "H", "H"], "coordinates": [[-0.977, -1.450, 0.211], [-1.779, -0.322, 0.091], [-1.150, 0.899, 0.081], [1.282, -0.097, -0.023], [0.529, -1.425, -0.092], [-3.277, -0.214, -0.136], [3.578, 0.858, -0.026], [0.746, 1.027, 0.153], [-1.573, 2.104, -0.009], [2.607, -0.298, -0.039], [-1.322, -2.373, 0.349], [0.895, -2.326, 0.504], [0.678, -1.828, -1.117], [-3.528, -1.041, -0.816], [-3.622, 0.772, -0.571], [-3.706, -0.339, 0.926], [3.676, 1.301, -0.976], [3.276, 1.732, 0.468], [4.580, 0.641, 0.482], [-2.474, 2.191, -0.443], [-0.987, 2.881, 0.277], [2.787, -1.167, -0.475]], "gap_ev": 8.014, "homo_ev": -13.0, "charge": 1}

(2)
{"formula": "C7H12N3", "method": "ωB97M-V/def2-TZVPD", "symbols": ["C", "C", "C", "N", "C", "C", "N", "C", "N", "C", "H", "H", "H", "H", "H", "H", "H", "H", "H", "H", "H", "H"], "coordinates": [[2.687, 1.989, -0.233], [2.193, 0.581, 0.146], [0.666, 0.637, 0.451], [0.120, 1.906, 0.392], [-0.878, 2.333, -0.155], [-2.024, 1.688, -0.727], [-2.453, 0.886, 0.168], [-3.324, -0.168, -0.080], [-0.224, -0.165, 0.804], [-0.102, -1.556, 1.014], [2.230, 2.395, -1.206], [3.816, 1.994, -0.180], [2.383, 2.528, 0.662], [2.708, 0.001, 0.970], [2.332, 0.004, -0.859], [-2.382, 1.211, 1.145], [-2.868, -1.027, 0.533], [-4.448, 0.067, 0.137], [-3.241, -0.293, -1.145], [-0.983, -2.028, 0.511], [0.806, -1.911, 0.644], [-0.200, -1.691, 2.070]], "gap_ev": [7.954, 7.955], "homo_ev": [-14.1, -14.1], "charge": 1}

Going by the computed energies, the most stable comes first: (1), (2).

(1)
{"formula": "C7H12N3", "method": "ωB97M-V/def2-TZVPD", "symbols": ["C", "N", "N", "C", "C", "C", "C", "C", "C", "N", "H", "H", "H", "H", "H", "H", "H", "H", "H", "H", "H", "H"], "coordinates": [[1.346, -2.120, -2.721], [0.286, -2.205, -1.787], [0.642, -1.430, -0.652], [0.257, -0.653, 0.362], [-1.092, 0.067, 0.472], [-0.901, 1.347, 1.160], [-1.848, 2.447, 0.968], [0.251, 1.626, 1.903], [1.225, 0.602, 2.004], [1.238, -0.468, 1.277], [2.243, -2.501, -2.294], [1.129, -2.737, -3.619], [1.532, -1.119, -3.057], [-0.593, -1.985, -2.158], [1.459, -2.048, -0.378], [-1.587, 0.134, -0.554], [-1.942, -0.551, 1.067], [-2.523, 2.716, 1.817], [-2.493, 2.324, 0.143], [-1.207, 3.319, 0.810], [0.571, 2.492, 2.574], [2.009, 0.744, 2.664]], "gap_ev": [7.979, 7.979], "homo_ev": [-13.0, -13.0], "charge": 1}

(2)
{"formula": "C7H12N3", "method": "ωB97M-V/def2-TZVPD", "symbols": ["C", "C", "C", "C", "C", "C", "C", "N", "N", "N", "H", "H", "H", "H", "H", "H", "H", "H", "H", "H", "H", "H"], "coordinates": [[-0.362, 1.926, 2.921], [-0.419, 1.710, 1.561], [-0.497, -0.221, 2.676], [-1.744, -1.030, -0.969], [-0.688, -0.423, -0.596], [1.567, -0.958, -0.513], [0.780, -0.176, -2.689], [-0.414, 0.715, 3.588], [-0.482, 0.347, 1.414], [0.597, -0.112, -1.080], [-0.532, 2.799, 3.444], [-0.568, 2.508, 0.834], [-0.711, -1.248, 2.574], [-2.058, -1.325, -2.044], [-2.661, -1.030, -0.295], [1.290, -1.978, -0.813], [2.599, -0.684, -0.670], [1.466, -0.976, 0.568], [0.593, -1.178, -3.045], [-0.080, 0.350, -2.999], [1.672, 0.159, -3.166], [0.656, 0.826, -0.698]], "gap_ev": 6.734, "homo_ev": -12.1, "charge": 1}

Going by the computed energies, the most stable comes first: (1), (2).